No. 1
92
Properties=species:S:1:pos:R:3:forces:R:3 method="wB97M-V/def2-TZVPD" e_above_lowest_ev=0.375 charge=-2 e_tot_ev=-360220.3556
Pb 0.19458 -0.67218 -0.39573 0.78 -0.59 -0.19
O -4.93799 1.77256 0.77377 0.05 0.02 0.02
C -4.95792 0.76695 1.65809 0.00 -0.11 0.08
C -5.93238 0.77803 2.66083 0.00 -0.02 0.00
C -6.00402 -0.24825 3.58632 0.08 -0.04 -0.05
C -5.10156 -1.30808 3.53320 -0.04 0.07 -0.03
C -4.12203 -1.31051 2.55203 -0.02 -0.06 0.04
C -4.02271 -0.28821 1.61292 0.02 0.05 0.04
C -2.87469 -0.31706 0.64252 0.19 -0.13 0.00
O -1.96113 -1.17415 0.82713 -0.29 0.37 -0.22
N -2.95465 0.60935 -0.30544 0.01 -0.11 0.00
N -1.84609 0.70651 -1.13914 -0.25 -0.26 -0.02
C -2.02400 1.46201 -2.15721 0.08 -0.05 -0.15
C -1.05623 1.83732 -3.17088 0.00 -0.06 -0.10
C -1.53560 2.69108 -4.18458 0.03 -0.13 0.06
C -0.77120 3.07539 -5.26306 0.07 -0.02 0.01
C 0.53474 2.56202 -5.36435 -0.15 0.02 0.09
C 1.04904 1.75318 -4.38368 -0.02 0.05 0.00
C 0.30939 1.38936 -3.21136 0.10 -0.02 -0.05
O 0.89332 0.72113 -2.28917 -0.37 0.03 -0.09
H -4.16954 1.52926 0.14527 -0.04 0.08 -0.08
H -6.62516 1.61029 2.68669 -0.01 0.00 -0.01
H -6.77048 -0.22575 4.35306 0.00 0.01 0.00
H -5.15959 -2.11495 4.25292 0.01 0.00 -0.01
H -3.39731 -2.11509 2.48823 -0.01 0.09 0.00
H -3.02507 1.87939 -2.29107 -0.05 0.09 -0.03
H -2.56175 3.04327 -4.10424 0.04 -0.02 0.01
H -1.17040 3.74204 -6.01776 0.00 -0.05 -0.01
H 1.13730 2.80121 -6.23462 0.04 0.03 0.03
H 2.05537 1.35729 -4.45622 -0.02 0.01 0.03
C -2.28747 3.49236 2.86994 0.09 0.01 -0.10
P -0.94376 2.78992 1.81365 -0.16 0.27 0.04
C 0.46540 3.09964 3.01056 0.05 -0.15 -0.01
N 0.77093 4.31073 3.38488 -0.12 0.00 -0.18
C 1.85628 4.48431 4.19127 0.06 -0.04 0.05
C 2.24966 5.78923 4.56236 -0.01 0.04 0.00
C 3.35855 5.97251 5.34060 0.04 -0.08 0.08
C 4.10909 4.85915 5.78817 0.02 0.13 -0.04
C 3.74356 3.58948 5.43997 0.00 -0.05 0.02
C 2.60452 3.37945 4.62788 0.02 0.16 0.05
N 2.24723 2.11261 4.29062 -0.13 -0.29 -0.02
C 1.20608 1.94200 3.51680 0.00 0.13 -0.24
P 0.72134 0.26668 2.86554 0.08 -0.29 0.51
C -0.91162 0.06937 3.71368 0.06 0.15 -0.06
C 1.74526 -0.99881 3.82684 0.13 0.32 0.20
C 1.64663 -0.86355 5.35321 0.03 -0.08 -0.12
C 1.23909 -2.38745 3.41825 -0.11 0.06 -0.23
C 3.20167 -0.87303 3.34837 -0.14 -0.06 -0.07
C -0.78159 4.07241 0.43951 0.26 -0.10 0.07
C -2.12873 4.00846 -0.29414 -0.08 -0.20 0.03
C -0.48856 5.53204 0.78818 -0.16 -0.06 0.02
C 0.34030 3.52761 -0.45625 -0.08 -0.04 -0.03
H -2.08945 4.53334 3.13375 -0.05 -0.02 0.02
H -2.35816 2.90019 3.78378 -0.01 0.00 0.00
H -3.23414 3.40064 2.33305 0.02 0.02 0.04
H 1.66002 6.62536 4.20337 0.00 -0.07 0.00
H 3.66739 6.97252 5.62025 0.00 -0.01 -0.01
H 4.98877 5.02163 6.40076 -0.04 -0.01 -0.01
H 4.30604 2.72327 5.77066 -0.06 0.03 -0.06
H -0.89291 0.44475 4.73783 -0.03 -0.06 0.02
H -1.15496 -0.99118 3.70443 -0.03 0.01 0.03
H -1.69494 0.57224 3.15107 -0.01 0.00 -0.01
H 0.63108 -1.07090 5.70430 0.07 0.01 -0.02
H 1.94364 0.12515 5.69441 0.03 0.07 0.02
H 2.31724 -1.59882 5.81827 -0.08 0.04 -0.04
H 0.19145 -2.55048 3.68750 0.09 -0.01 0.03
H 1.84154 -3.14337 3.93239 0.00 0.02 -0.01
H 1.35638 -2.54034 2.34149 0.01 -0.03 0.05
H 3.61588 0.11005 3.56546 0.01 0.03 0.05
H 3.25729 -1.06656 2.27267 0.02 -0.01 0.06
H 3.81446 -1.62937 3.85304 -0.04 0.03 -0.03
H -2.89942 4.55623 0.25521 0.02 0.00 -0.04
H -2.47104 2.97466 -0.41736 0.05 0.36 0.12
H -2.02852 4.45045 -1.29291 0.02 -0.01 0.09
H -1.20771 5.93565 1.50758 0.04 -0.01 -0.05
H -0.56484 6.12025 -0.13766 0.01 -0.04 0.13
H 0.50797 5.66390 1.19786 0.09 -0.01 0.06
H 0.15811 2.49047 -0.75412 0.05 0.18 0.02
H 1.30207 3.56073 0.06575 0.00 0.01 -0.02
H 0.42616 4.12686 -1.37086 -0.01 -0.04 0.08
Br 2.70295 -6.88391 -3.53099 -0.04 0.04 0.02
C 2.52453 -5.43637 -2.31321 0.00 0.15 0.10
C 3.45738 -5.24109 -1.31140 -0.17 0.16 0.04
Br 4.91305 -6.44334 -1.09472 -0.02 0.06 0.02
C 3.30637 -4.13790 -0.44681 -0.03 -0.02 -0.07
Br 4.54128 -3.81787 0.96570 -0.01 0.00 -0.04
C 2.26206 -3.20321 -0.55145 0.12 0.17 0.26
O 2.15120 -2.17012 0.22122 -0.13 -0.27 -0.26
C 1.25721 -3.43818 -1.57344 -0.10 -0.19 -0.25
O 0.22969 -2.64547 -1.67935 0.16 0.26 0.22
C 1.44407 -4.53759 -2.42543 -0.06 0.11 0.09
Br 0.11981 -4.76387 -3.77106 0.03 -0.01 0.03


No. 2
54
Properties=species:S:1:pos:R:3:forces:R:3 method="wB97M-V/def2-TZVPD" e_above_lowest_ev=0.068 charge=-1 smiles="O=C([O-])C[C@H](O)C[C@H](O)/C=C/c1c(C2CC2)nc2ccccc2c1-c1ccc(F)cc1" e_tot_ev=-38697.9046
O -3.21917 -0.73233 2.39624 -0.27 -0.87 -0.46
C -2.89365 0.37915 2.88808 0.39 1.24 -0.21
O -2.75384 0.66281 4.07340 0.08 0.07 0.54
C -2.59371 1.51604 1.83825 -0.28 -0.61 0.37
C -3.62231 1.56151 0.70166 -0.08 0.77 0.01
C -3.14957 2.47128 -0.46166 -0.13 -0.38 -0.01
H -4.02011 2.90706 -0.95916 0.05 0.05 -0.05
H -2.54336 3.28194 -0.05253 -0.01 0.07 0.03
C -2.35043 1.72220 -1.54988 0.05 0.46 0.25
C -1.24025 0.91597 -0.94689 0.11 0.18 -0.34
C 0.05630 1.18632 -1.07304 -0.37 0.18 -0.08
C 1.15237 0.43808 -0.46545 0.22 -0.68 0.25
C 1.10182 -0.92004 -0.19334 0.11 0.45 -0.09
C 2.24842 -1.56629 0.33727 0.40 0.32 0.06
C 2.29385 -2.94435 0.63069 0.05 -0.21 0.05
C 3.44221 -3.51644 1.10467 -0.22 -0.13 -0.05
C 4.59559 -2.74342 1.30510 0.18 0.18 0.01
C 4.58538 -1.40411 1.03044 0.08 -0.21 0.06
C 3.41543 -0.78699 0.54560 -0.42 -0.48 -0.07
N 3.43595 0.53818 0.30950 0.11 0.42 -0.01
C 2.36362 1.12916 -0.14526 0.23 -0.22 0.12
C 2.44593 2.60141 -0.31546 0.00 0.21 0.06
C 3.74351 3.30397 -0.04428 -0.02 0.03 0.11
C 3.26705 3.15903 -1.45156 -0.04 0.14 -0.23
H 2.89284 4.02871 -1.97230 -0.04 0.07 0.01
H 3.77710 2.45130 -2.08762 0.04 -0.13 0.01
H 4.56690 2.68569 0.27405 0.01 -0.10 0.00
H 3.70412 4.27862 0.41843 -0.10 0.08 -0.02
H 1.53354 3.12769 -0.06586 0.05 0.07 -0.06
H 5.45856 -0.78735 1.18044 0.07 0.08 0.01
H 5.49229 -3.21640 1.68106 0.07 0.00 0.02
H 3.46754 -4.57350 1.32912 -0.04 -0.07 0.01
H 1.40643 -3.54063 0.47537 -0.02 -0.05 0.00
C -0.09440 -1.74508 -0.47533 -0.09 -0.23 0.04
C -0.95973 -2.10280 0.55581 0.17 0.05 -0.22
C -2.08573 -2.86178 0.29827 -0.19 -0.14 -0.18
C -2.31898 -3.27735 -0.99910 0.14 -0.01 0.05
C -1.46917 -2.95019 -2.03946 -0.17 -0.07 0.01
C -0.35538 -2.17571 -1.77065 0.02 0.00 0.17
H 0.31308 -1.89446 -2.57141 0.04 0.04 -0.07
H -1.68852 -3.28788 -3.04053 -0.05 -0.04 -0.08
F -3.40252 -4.04678 -1.26868 0.08 0.12 0.05
H -2.78052 -3.08898 1.08951 -0.12 -0.03 0.09
H -0.78275 -1.75143 1.56067 -0.03 0.06 0.13
H 0.35552 2.05656 -1.64577 -0.05 0.09 -0.08
H -1.59083 0.06323 -0.39075 0.00 0.00 0.09
O -3.20363 0.88260 -2.29452 -0.26 -0.30 -0.16
H -3.66725 0.35660 -1.61328 0.02 0.01 -0.08
H -1.94644 2.45462 -2.26389 0.03 -0.09 0.16
H -4.54610 2.01263 1.11626 0.24 -0.04 -0.06
O -3.94133 0.27857 0.21341 0.04 -0.32 -0.04
H -3.72754 -0.33198 1.00431 -0.04 0.00 -0.13
H -2.57366 2.47507 2.35974 0.01 -0.06 -0.05
H -1.59445 1.32028 1.44028 0.00 0.04 0.05


No. 3
134
Properties=species:S:1:pos:R:3:forces:R:3 method="wB97M-V/def2-TZVPD" e_tot_ev=-961906.9559
C -0.51512 -4.88510 1.19505 0.41 0.53 -0.37
C -1.52813 -3.92582 1.77711 -0.06 -0.27 0.35
O -2.67297 -3.76749 0.95813 -0.02 0.12 -0.05
C -2.44635 -3.18270 -0.29131 -0.38 0.01 0.67
P -3.35418 -1.56570 -0.57811 -1.06 -0.42 -1.36
N -3.63663 -2.00475 -2.33619 0.27 0.10 0.23
S -3.09877 -0.84302 1.56495 0.86 0.72 0.20
C -5.18286 -1.50956 -0.36307 -0.16 0.24 -0.04
C -5.74434 -0.11830 -0.04441 0.19 0.17 0.46
C -6.48393 -0.03911 1.29633 0.10 -0.09 -0.77
C -7.96996 -0.32717 1.20192 0.07 -0.32 0.62
O -8.25797 -1.58845 1.82528 -0.10 -0.22 -0.31
C -2.50504 -0.05552 -1.18807 1.08 -0.16 0.76
C -1.27863 0.48477 -0.45091 -0.01 0.20 -0.37
C -0.13213 -0.49859 -0.23695 -0.23 0.04 0.35
C 0.95219 0.20488 0.50361 0.67 0.15 3.18
O 1.12484 0.07465 1.73601 0.01 0.33 -3.59
O 1.68174 1.05740 -0.26876 0.09 -0.86 0.16
H 0.27278 -4.33766 0.69676 0.39 0.18 -0.24
H -0.03144 -5.47251 1.96009 0.01 -0.33 0.23
H -0.95841 -5.50968 0.43543 -0.27 -0.50 0.00
H -1.08157 -2.96809 2.01636 0.10 0.41 -0.08
H -1.88878 -4.31657 2.71709 -0.32 -0.13 0.21
H -2.80104 -3.86399 -1.04738 -0.30 -0.18 -0.31
H -1.39680 -3.02106 -0.50604 0.39 0.21 -0.02
H -2.77442 -2.27185 -2.80384 -0.05 0.00 -0.16
H -4.27968 -2.78428 -2.42651 0.08 -0.04 -0.07
H -3.88951 -1.64748 2.24806 -0.29 -0.30 -0.06
H -5.65342 -1.82759 -1.27905 0.04 -0.35 -0.29
H -5.47675 -2.19924 0.41581 0.12 -0.32 0.31
H -6.40591 0.17113 -0.84644 -0.26 0.18 -0.34
H -4.95817 0.62549 -0.01833 0.25 0.12 -0.07
H -6.29672 0.92970 1.73837 -0.04 0.25 0.23
H -6.05405 -0.80056 1.92369 0.11 -0.06 0.63
H -8.52569 0.43756 1.73118 -0.20 0.20 0.08
H -8.31067 -0.33987 0.17642 -0.09 0.06 -0.39
H -8.81432 -2.11215 1.23592 0.07 0.17 0.21
H -3.24214 0.72595 -1.29426 -0.39 0.17 0.06
H -2.16820 -0.27842 -2.18038 -0.06 -0.26 -0.66
H -1.53429 0.99115 0.46439 -0.04 -0.09 0.42
H -0.85658 1.25099 -1.09248 -0.07 0.41 -0.20
H -0.40027 -1.32021 0.40901 -0.30 -0.24 0.14
H 0.22098 -0.88441 -1.18627 0.19 -0.02 -0.26
H 2.57901 1.10731 0.10076 -0.26 0.42 0.23
C 4.26948 -3.27595 -0.09332 0.15 0.04 0.03
Cl 3.23790 -2.02346 0.63228 0.16 -0.12 -0.06
Cl 3.38140 -4.79554 -0.12769 -0.11 -0.10 -0.20
Cl 4.75535 -2.81589 -1.72450 -0.21 -0.11 -0.01
Cl 5.73680 -3.48592 0.86369 -0.02 0.07 0.12
C -4.57638 -4.99425 4.54655 -0.04 0.04 0.00
Cl -4.44222 -3.51599 3.59590 -0.14 -0.12 0.18
Cl -3.20915 -5.09589 5.66027 0.04 -0.01 0.04
Cl -6.08522 -4.98391 5.46102 -0.03 0.00 0.01
Cl -4.55075 -6.38609 3.46098 0.01 -0.06 -0.04
C 4.88125 0.74839 -3.59252 0.12 0.09 -0.06
Cl 4.69299 2.51316 -3.52973 0.02 -0.18 0.17
Cl 6.11320 0.24567 -2.43465 0.10 0.16 0.12
Cl 3.36413 -0.06247 -3.19658 0.04 0.20 -0.09
Cl 5.42120 0.30234 -5.21654 -0.08 -0.24 0.04
C 5.66380 3.95562 0.43699 0.11 0.00 -0.04
Cl 6.04968 5.19762 1.62047 -0.12 -0.01 0.02
Cl 4.11644 4.33079 -0.32793 -0.12 -0.20 0.15
Cl 6.90769 3.92124 -0.81068 0.07 0.02 -0.03
Cl 5.62186 2.37272 1.25288 -0.18 0.15 -0.17
C 1.16624 1.44058 -6.69862 0.08 -0.02 -0.07
Cl 0.13379 2.73204 -7.30292 -0.07 0.06 0.09
Cl 0.20556 0.29331 -5.76555 -0.10 -0.03 0.15
Cl 1.89737 0.57606 -8.05794 0.08 0.01 -0.10
Cl 2.43658 2.12254 -5.68933 -0.20 0.09 -0.10
C 5.12818 4.21081 -8.26340 0.12 0.02 0.01
Cl 5.57934 2.76687 -7.34602 -0.10 0.11 -0.13
Cl 3.49262 4.05743 -8.89903 -0.10 -0.11 0.02
Cl 5.20974 5.61366 -7.19311 -0.01 0.05 0.04
Cl 6.25441 4.42852 -9.60634 0.04 0.00 -0.02
C -11.81576 0.21641 2.16369 0.01 -0.02 -0.04
Cl -11.70030 -1.53643 2.30844 -0.04 0.00 -0.20
Cl -13.50980 0.70013 2.25178 -0.04 0.03 -0.01
Cl -10.91755 0.98363 3.47621 0.03 -0.01 0.05
Cl -11.13054 0.72874 0.61715 -0.16 0.04 -0.07
C 10.74298 2.86149 -0.79170 0.03 -0.02 0.01
Cl 12.31055 2.05142 -0.78865 0.04 -0.02 0.00
Cl 10.42746 3.54828 0.80098 -0.02 -0.07 -0.03
Cl 10.74982 4.15640 -1.99213 -0.01 0.06 -0.05
Cl 9.48109 1.69838 -1.20501 0.02 -0.11 -0.01
C 9.16222 5.65404 4.35134 0.03 0.02 0.03
Cl 7.53558 5.21160 4.85684 -0.08 -0.02 0.06
Cl 9.67702 7.09878 5.22267 0.03 0.05 0.03
Cl 10.26914 4.32482 4.70184 0.04 -0.06 0.02
Cl 9.17425 5.97235 2.61781 0.09 0.16 0.00
C -11.32905 -3.35510 6.46998 0.00 0.00 0.00
Cl -11.40269 -1.85408 5.55222 0.03 0.01 0.21
Cl -9.83956 -3.40105 7.41566 0.04 0.00 0.02
Cl -12.71858 -3.46135 7.55410 -0.02 0.00 0.02
Cl -11.35362 -4.72248 5.35030 0.00 -0.05 -0.03
C -0.07927 3.88502 -11.59680 0.00 0.03 0.00
Cl 0.40438 2.44745 -10.69148 0.07 -0.08 -0.12
Cl -1.72454 3.67486 -12.19488 -0.04 0.00 -0.02
Cl -0.01322 5.28090 -10.51584 0.00 0.06 0.04
Cl 1.01634 4.13637 -12.95395 -0.04 0.25 0.06
C 4.63707 -5.39116 4.19012 -0.01 0.00 -0.02
Cl 6.00236 -4.27406 4.21680 0.06 0.04 0.12
Cl 3.31315 -4.68381 3.26591 -0.08 0.05 0.13
Cl 5.13418 -6.90810 3.44153 0.02 0.04 -0.11
Cl 4.10123 -5.70223 5.84478 -0.01 -0.02 0.04
C -3.19769 4.38604 1.70644 -0.01 -0.06 -0.09
Cl -1.59676 5.00713 1.27635 0.03 0.04 -0.03
Cl -3.16364 2.62544 1.65875 -0.15 -0.07 0.13
Cl -3.62413 4.93196 3.32414 -0.01 0.03 0.11
Cl -4.39700 4.98191 0.55435 -0.08 -0.12 0.01
C 5.85980 1.59409 6.71418 0.02 0.01 -0.03
Cl 4.25522 1.13885 7.27586 -0.01 0.03 -0.10
Cl 6.38078 3.03689 7.58797 0.02 0.13 -0.03
Cl 6.99031 0.28655 7.05246 0.11 -0.15 -0.03
Cl 5.83828 1.91737 4.97082 -0.05 0.01 0.14
C 6.32308 -10.89331 4.74807 0.00 0.01 0.00
Cl 5.35228 -9.63580 5.50906 -0.03 -0.05 0.11
Cl 5.41129 -12.40303 4.70387 -0.02 -0.04 0.00
Cl 6.72252 -10.40014 3.09814 0.02 0.02 -0.06
Cl 7.81131 -11.12992 5.66512 0.04 -0.01 0.02
C 1.59915 1.91602 10.21383 0.08 -0.01 0.03
Cl 1.83357 3.49877 9.47650 -0.02 0.06 -0.06
Cl 2.95119 1.57481 11.29541 0.05 -0.03 0.06
Cl 0.09138 1.89989 11.12853 -0.03 0.00 0.00
Cl 1.53870 0.67865 8.95530 -0.18 -0.07 0.00
C -3.69440 8.97354 -1.34409 0.00 0.00 0.00
Cl -2.80319 7.74335 -0.45367 0.12 0.13 -0.04
Cl -5.40872 8.54463 -1.37003 -0.05 -0.01 0.00
Cl -3.49479 10.54116 -0.55836 0.00 0.03 0.02
Cl -3.08862 9.06404 -2.99986 0.02 0.00 -0.04
C 2.36467 0.51537 -15.13151 0.01 0.00 -0.01
Cl 3.87374 -0.37942 -14.93708 0.03 -0.02 0.01
Cl 1.77224 1.03417 -13.55633 0.05 -0.26 0.01
Cl 2.65316 1.93911 -16.13898 0.01 0.04 -0.03
Cl 1.16305 -0.51742 -15.90857 -0.03 -0.02 -0.01